The following is a quantum chemistry calculation of an isolated molecule of C6H12O, from the Open Molecules 2025 dataset.

The geometry in XYZ format:
```
19
Properties=species:S:1:pos:R:3
C 2.441 -0.478 0.843
C 1.527 -0.521 -0.380
C 0.409 0.548 -0.650
C -0.715 0.025 -1.454
C -1.359 0.531 -0.240
C -1.743 -0.211 0.992
O -2.269 1.540 -0.604
H 3.259 -1.213 0.767
H 1.886 -0.709 1.757
H 2.893 0.511 0.940
H 1.122 -1.551 -0.470
H 2.170 -0.429 -1.277
H 0.080 1.553 -0.279
H -0.789 -1.052 -1.560
H -0.919 0.596 -2.350
H -2.638 -0.798 0.784
H -1.982 0.471 1.827
H -0.930 -0.853 1.333
H -2.643 2.018 0.151
```

Values from the calculation:
* 2S+1: 1
* charge: 0
* F_max: 2.67 eV/A

=====

The following is a quantum chemistry calculation of a 12-piece molecular cluster, C60H150N6O24 overall, from the Open Molecules 2025 dataset.

The geometry in XYZ format:
```
240
Properties=species:S:1:pos:R:3
C -1.600 6.014 3.207
O -0.186 6.106 3.212
C 0.529 5.304 2.291
C 1.720 6.103 1.742
C 2.323 5.318 0.629
N 2.621 6.667 2.772
H -1.972 6.656 2.408
H -2.072 6.287 4.152
H -1.974 4.998 3.078
H 0.927 4.400 2.753
H -0.073 5.072 1.412
H 1.312 7.018 1.312
H 3.406 5.427 0.592
H 1.957 5.717 -0.318
H 2.359 4.229 0.679
H 2.091 6.889 3.603
H 3.389 6.042 2.968
C -2.711 -7.613 3.828
O -3.471 -6.618 4.484
C -3.718 -5.387 3.742
C -2.617 -4.326 3.690
C -3.218 -2.994 3.124
N -1.573 -4.640 2.761
H -1.706 -7.254 3.608
H -3.176 -8.072 2.956
H -2.588 -8.474 4.485
H -4.042 -5.682 2.744
H -4.609 -5.010 4.244
H -2.155 -4.165 4.664
H -2.482 -2.210 3.306
H -4.083 -2.659 3.696
H -3.602 -3.104 2.110
H -1.964 -4.874 1.860
H -1.134 -5.457 3.159
C 6.147 2.200 1.107
O 7.260 1.634 0.563
C 8.288 1.366 1.466
C 9.333 0.591 0.695
C 8.807 -0.633 -0.142
N 10.216 -0.084 1.619
H 6.440 3.147 1.560
H 5.812 1.557 1.921
H 5.507 2.449 0.261
H 8.717 2.275 1.887
H 7.882 0.771 2.285
H 9.956 1.201 0.041
H 8.064 -0.327 -0.879
H 8.260 -1.397 0.408
H 9.626 -1.017 -0.751
H 9.738 -0.384 2.457
H 10.874 0.600 1.965
C -3.702 -5.964 -0.296
O -2.296 -5.731 -0.012
C -1.776 -4.748 -0.889
C -0.258 -4.475 -0.605
C 0.200 -3.427 -1.715
N 0.556 -5.687 -0.647
H -4.143 -5.012 -0.592
H -4.289 -6.309 0.555
H -3.930 -6.772 -0.992
H -1.982 -5.091 -1.903
H -2.424 -3.905 -0.649
H -0.409 -4.054 0.389
H 1.268 -3.252 -1.579
H -0.277 -2.457 -1.854
H 0.270 -3.992 -2.645
H -0.101 -6.454 -0.621
H 1.082 -5.639 0.214
C -2.174 -1.054 0.289
O -1.402 -0.384 -0.760
C -0.251 0.414 -0.357
C 0.101 1.647 -1.143
C 1.526 2.016 -1.262
N -0.589 2.740 -0.480
H -2.662 -0.235 0.818
H -1.600 -1.763 0.885
H -3.059 -1.535 -0.128
H -0.354 0.571 0.717
H 0.601 -0.265 -0.391
H -0.301 1.602 -2.155
H 1.620 3.069 -1.527
H 2.083 1.523 -2.058
H 1.965 1.887 -0.272
H -1.587 2.674 -0.620
H -0.559 2.523 0.505
C 1.484 5.620 -3.780
O 0.948 4.472 -4.426
C -0.364 3.994 -4.034
C -1.340 4.749 -4.983
C -2.641 3.996 -5.007
N -0.730 4.723 -6.362
H 1.275 5.671 -2.711
H 0.864 6.421 -4.181
H 2.559 5.796 -3.836
H -0.425 2.908 -4.101
H -0.685 4.200 -3.013
H -1.508 5.758 -4.605
H -3.055 3.949 -4.000
H -2.672 3.027 -5.506
H -3.337 4.670 -5.507
H 0.187 4.686 -5.941
H -0.892 3.756 -6.604
C -3.508 -0.295 10.669
O -3.049 0.133 9.418
C -3.190 -0.869 8.346
C -2.241 -0.361 7.334
O -2.099 -1.448 6.358
C -1.024 -1.445 5.490
C -0.725 -0.199 4.589
O -0.115 0.873 5.262
C 0.087 2.126 4.529
H -2.910 -1.126 11.044
H -4.572 -0.529 10.675
H -3.296 0.532 11.346
H -4.179 -0.967 7.897
H -2.845 -1.840 8.699
H -1.279 0.042 7.649
H -2.698 0.503 6.851
H -1.014 -2.370 4.913
H -0.121 -1.525 6.095
H -1.680 0.009 4.106
H -0.009 -0.492 3.821
H 0.342 2.950 5.195
H -0.784 2.562 4.039
H 0.869 1.918 3.798
C -5.426 -3.334 -4.184
O -6.658 -4.081 -4.030
C -6.579 -5.179 -3.080
C -6.657 -4.764 -1.564
O -5.947 -3.498 -1.293
C -5.984 -3.078 0.051
C -7.403 -2.581 0.514
O -7.333 -2.259 1.908
C -6.940 -3.334 2.755
H -5.000 -2.925 -3.269
H -5.502 -2.439 -4.801
H -4.641 -3.976 -4.583
H -5.607 -5.660 -3.193
H -7.345 -5.911 -3.336
H -6.548 -5.567 -0.834
H -7.694 -4.470 -1.399
H -5.304 -2.233 0.163
H -5.618 -3.874 0.699
H -8.216 -3.291 0.363
H -7.588 -1.586 0.109
H -7.185 -4.304 2.324
H -7.573 -3.215 3.634
H -5.876 -3.250 2.979
C 2.283 -3.534 2.234
O 3.198 -3.212 1.199
C 4.227 -2.210 1.420
C 5.690 -2.571 1.683
O 5.770 -3.113 2.943
C 6.915 -3.941 3.010
C 8.241 -3.124 2.922
O 8.203 -1.725 3.092
C 7.896 -1.410 4.456
H 2.884 -3.710 3.126
H 1.822 -4.517 2.141
H 1.478 -2.801 2.286
H 3.932 -1.648 2.307
H 4.216 -1.548 0.555
H 6.342 -1.697 1.671
H 5.933 -3.429 1.056
H 6.945 -4.837 2.390
H 6.871 -4.343 4.022
H 8.516 -3.125 1.867
H 9.057 -3.618 3.448
H 8.639 -1.708 5.195
H 6.926 -1.762 4.809
H 7.721 -0.349 4.631
C 2.087 -2.060 -7.890
O 1.131 -1.391 -7.086
C 1.132 -1.580 -5.693
C 0.235 -0.484 -5.061
O -1.150 -0.870 -5.140
C -2.067 -0.288 -4.070
C -3.398 0.070 -4.693
O -4.267 0.935 -4.044
C -4.594 0.528 -2.653
H 2.193 -1.666 -8.901
H 1.802 -3.105 -7.773
H 3.017 -1.961 -7.330
H 2.143 -1.606 -5.284
H 0.762 -2.576 -5.451
H 0.514 0.484 -5.476
H 0.564 -0.324 -4.034
H -1.783 0.693 -3.689
H -2.202 -1.005 -3.260
H -3.834 -0.883 -4.994
H -3.116 0.517 -5.646
H -5.189 1.379 -2.319
H -3.782 0.242 -1.985
H -5.201 -0.376 -2.680
C -5.578 3.209 0.802
O -5.049 4.175 -0.111
C -6.037 4.688 -0.964
C -5.437 5.689 -1.940
O -4.928 6.977 -1.522
C -4.084 6.870 -0.308
C -3.253 8.240 -0.292
O -2.252 8.117 -1.230
C -1.089 7.623 -0.715
H -5.803 2.301 0.243
H -6.549 3.471 1.222
H -4.881 2.988 1.610
H -6.873 4.937 -0.311
H -6.318 3.739 -1.421
H -6.279 6.204 -2.402
H -4.726 5.306 -2.672
H -3.277 6.139 -0.352
H -4.707 6.736 0.577
H -3.156 8.482 0.766
H -3.814 9.122 -0.604
H -0.671 7.177 -1.617
H -1.241 6.773 -0.051
H -0.488 8.372 -0.199
C 4.375 -3.363 -4.899
O 5.204 -3.273 -3.655
C 4.785 -2.225 -2.694
C 5.726 -1.054 -2.921
O 5.273 0.035 -2.134
C 5.885 1.258 -2.576
C 4.900 2.171 -3.268
O 4.449 1.465 -4.354
C 3.216 1.875 -4.985
H 4.511 -2.597 -5.663
H 3.303 -3.550 -4.830
H 4.682 -4.254 -5.446
H 4.946 -2.597 -1.682
H 3.764 -1.863 -2.818
H 5.677 -0.901 -3.999
H 6.742 -1.326 -2.636
H 6.765 1.047 -3.184
H 6.334 1.765 -1.722
H 5.429 3.062 -3.605
H 4.144 2.376 -2.510
H 3.063 1.361 -5.935
H 3.209 2.955 -5.135
H 2.422 1.664 -4.269
```

Values from the calculation:
* 2S+1: 1
* charge: 0
* F_max: 3.80 eV/A

=====

The following is a quantum chemistry calculation of an isolated ion of composition C23H30N3O and charge +1, from the Open Molecules 2025 dataset.

The geometry in XYZ format:
```
57
Properties=species:S:1:pos:R:3
C 3.087 -1.170 5.459
N 2.419 -1.945 4.431
C 2.621 -3.386 4.329
C 1.812 -3.789 3.093
C 1.302 -2.523 2.541
C 0.655 -2.255 1.347
C 0.496 -0.909 0.929
C -0.107 -0.566 -0.415
C -1.343 0.285 -0.511
C -1.631 1.310 0.450
C -2.565 2.315 0.150
C -3.307 2.189 -1.035
C -3.177 1.060 -1.873
C -2.197 0.120 -1.616
C -4.076 1.226 -3.028
C -4.654 2.643 -2.881
N -4.126 3.100 -1.603
C -4.358 4.472 -1.158
N 1.178 -0.135 -1.600
C 2.246 -1.140 -1.365
C 3.419 -0.863 -2.285
O 2.993 -0.736 -3.658
C 2.076 0.360 -3.798
C 0.816 0.090 -3.005
C 0.901 0.150 1.787
C 1.484 -0.119 3.033
C 1.705 -1.462 3.382
H 2.670 -0.154 5.496
H 2.945 -1.654 6.437
H 4.177 -1.101 5.286
H 3.698 -3.609 4.231
H 2.275 -3.878 5.249
H 2.453 -4.298 2.380
H 1.011 -4.466 3.372
H 0.228 -3.055 0.748
H -0.038 -1.377 -1.159
H -1.167 1.304 1.418
H -2.718 3.151 0.840
H -2.095 -0.759 -2.241
H -3.542 1.116 -3.966
H -4.884 0.499 -3.008
H -5.754 2.645 -2.857
H -4.344 3.317 -3.696
H -3.788 4.663 -0.232
H -4.044 5.201 -1.930
H -5.432 4.638 -0.962
H 1.079 0.778 -0.887
H 1.811 -2.146 -1.576
H 2.542 -1.133 -0.296
H 3.932 0.058 -1.939
H 4.104 -1.746 -2.282
H 1.825 0.366 -4.881
H 2.533 1.311 -3.470
H 0.296 -0.817 -3.368
H 0.102 0.933 -3.019
H 0.688 1.187 1.524
H 1.772 0.705 3.687
```

Values from the calculation:
* 2S+1: 1
* charge: +1
* F_max: 5.88 eV/A

=====

The following is a quantum chemistry calculation of an isolated molecule of C5H8IP, from the Open Molecules 2025 dataset.

The geometry in XYZ format:
```
15
Properties=species:S:1:pos:R:3
C -0.074 2.096 -0.200
C -0.899 0.884 0.089
C 0.065 -0.388 -0.143
C 1.398 -0.265 0.572
C -0.654 -1.720 -0.126
P -0.380 3.565 -0.850
I 3.407 -0.748 -0.118
H 0.919 1.595 0.159
H -1.066 0.797 1.139
H -1.769 0.812 -0.446
H 0.239 -0.166 -1.273
H 1.328 -0.227 1.669
H -1.246 -1.956 0.836
H 0.094 -2.572 -0.330
H -1.362 -1.707 -0.978
```

Values from the calculation:
* 2S+1: 1
* charge: 0
* F_max: 3.99 eV/A

=====

Going through the records in order, we get ΔE to the lowest compared entry with this formula, charge and spin values of 364.1, 576.6, 293.9, 413.3 kJ/mol.
Going through the records in order, we get electronic energy values of -8460.58049, -122710.37819, -30847.29570, -22699.21568 eV.